No. 1
Formula: C4H8F2S
Source: the Open Molecules 2025 dataset
Level of theory: the ωB97M-V functional and the def2-TZVPD basis

Calculated values
* total charge: 0
* energy relative to the best compared isomer or geometry (same formula, charge and spin): 34.62 kJ/mol
* multiplicity: 3
* expectation value of S²: 2.004
* total energy: -754.89137 Eh
* HOMO energy (spin up / spin down): -4.04 / -11.18 eV

Positions of all 15 atoms, in Å:
C (-1.345, 0.011, -2.130)
C (1.779, -0.108, 2.296)
C (-1.249, 0.487, -0.661)
C (0.081, -0.012, 0.036)
F (0.101, -1.409, -0.053)
F (1.258, 0.210, -0.594)
S (0.162, 0.562, 1.790)
H (-0.682, -0.978, -2.284)
H (-0.792, 0.664, -2.772)
H (-2.288, -0.242, -2.576)
H (2.045, 0.131, 3.356)
H (2.507, 0.382, 1.840)
H (1.645, -1.182, 2.141)
H (-1.204, 1.560, -0.469)
H (-2.018, -0.077, 0.080)



No. 2
Formula: C4H8F3N
Source: the Open Molecules 2025 dataset
Level of theory: the ωB97M-V functional and the def2-TZVPD basis

Calculated values
* total charge: 0
* energy relative to the best compared isomer or geometry (same formula, charge and spin): 420.45 kJ/mol
* total energy: -511.41755 Eh
* HOMO energy: -10.16 eV

Positions of all 16 atoms, in Å:
C (0.390, 1.998, -0.805)
C (0.151, 0.596, -0.031)
C (-1.332, 0.817, 0.417)
C (0.674, -0.728, -0.663)
H (1.513, 2.015, -0.881)
H (-0.149, 1.761, -1.706)
H (0.099, 2.954, -0.572)
H (1.112, 1.414, 1.840)
H (0.939, -0.130, 1.680)
H (-1.153, 1.745, 1.468)
H (-2.012, 1.157, -0.745)
H (1.752, -0.545, -1.090)
N (1.165, 0.613, 1.110)
F (-1.735, -0.288, 1.254)
F (0.814, -1.794, 0.218)
F (-0.140, -1.336, -1.614)



No. 3
Formula: C4H8F3NP
Source: the Open Molecules 2025 dataset
Level of theory: the ωB97M-V functional and the def2-TZVPD basis

Calculated values
* total charge: +1
* total energy: -852.62131 Eh
* HOMO energy: -14.63 eV

Positions of all 17 atoms, in Å:
C (-1.064, -1.032, -1.697)
C (-0.301, -1.432, -0.471)
N (-0.593, -2.361, 0.324)
C (0.918, -0.611, -0.115)
P (0.429, 0.523, 1.221)
C (0.653, 2.344, 0.776)
F (0.927, 3.017, 1.906)
F (1.656, 2.473, -0.096)
F (-0.490, 2.790, 0.232)
H (-0.562, -1.365, -2.596)
H (-2.062, -1.437, -1.664)
H (-1.122, 0.051, -1.757)
H (-1.423, -2.858, 0.022)
H (1.299, -0.025, -0.940)
H (1.686, -1.246, 0.304)
H (-0.922, 0.372, 1.531)
H (1.146, 0.282, 2.393)



Question: What is the total energy in the third record?
Answer: -852.62131 Eh